No. 1
Molecular formula: C4H23NO7
Method: DFT, wB97M-V/def2-TZVPD

Charge: 0
SMILES: COC[C@H](C)N.O.O.O.O.O.O
Energy above the lowest of the compared OMol25 structures with the same formula, charge and spin, kcal/mol: 25.6
Spin multiplicity: 1
Frontier orbital gap, eV: 9.81

Each line ends with the natural charge from an NBO analysis.
CARTESIAN COORDINATES (ANGSTROEM)
C1 1.250 -0.557 1.868  -0.270
O1 1.619 0.214 0.717  -0.576
C2 0.986 1.486 0.698  -0.079
C3 1.814 2.344 -0.254  -0.065
C4 3.090 2.798 0.401  -0.607
N1 1.015 3.475 -0.691  -0.824
H1 0.167 -0.714 1.997  0.197
H2 1.596 -0.065 2.768  0.175
H3 1.766 -1.531 1.794  0.194
H4 -0.067 1.386 0.257  0.186
H5 0.831 1.834 1.714  0.179
H6 2.090 1.662 -1.092  0.159
H7 3.484 3.609 -0.145  0.205
H8 3.879 2.029 0.450  0.212
H9 2.871 3.096 1.391  0.205
H10 1.482 3.913 -1.409  0.356
H11 0.129 3.089 -0.953  0.361
O2 -2.199 -1.594 2.154  -1.024
H12 -2.703 -1.875 2.964  0.474
H13 -1.959 -2.479 1.737  0.498
O3 0.568 -1.620 -1.141  -0.983
H14 1.520 -1.750 -1.335  0.478
H15 0.713 -0.776 -0.661  0.493
O4 -2.904 -2.751 -1.871  -0.969
H16 -2.324 -2.097 -2.182  0.497
H17 -3.696 -2.653 -2.414  0.485
O5 -1.798 -3.461 0.516  -0.970
H18 -2.435 -3.379 -0.230  0.518
H19 -0.980 -3.107 0.122  0.490
O6 -1.317 -0.084 -2.713  -1.017
H20 -1.493 0.106 -1.738  0.487
H21 -0.511 -0.648 -2.687  0.480
O7 -1.896 0.255 -0.178  -0.951
H22 -2.876 0.330 -0.218  0.497
H23 -1.714 -0.486 0.364  0.506


No. 2
Molecular formula: C4H23NO8
Method: DFT, wB97M-V/def2-TZVPD

Charge: 0
SMILES: C=NC(=C)C.O.O.O.O.O.O.O.O
Energy above the lowest of the compared OMol25 structures with the same formula, charge and spin, kcal/mol: 49.0
Spin multiplicity: 1
Frontier orbital gap, eV: 8.91

Each line ends with the natural charge from an NBO analysis.
CARTESIAN COORDINATES (ANGSTROEM)
C1 0.963 0.367 0.910  -0.029
N1 0.621 0.570 -0.286  -0.482
C2 1.538 0.958 -1.324  0.158
C3 2.044 0.006 -2.091  -0.466
C4 1.662 2.468 -1.384  -0.655
H1 0.172 0.081 1.591  0.192
H2 1.897 0.397 1.477  0.176
H3 1.882 -1.032 -1.831  0.193
H4 2.485 0.094 -3.074  0.209
H5 1.756 2.866 -0.394  0.242
H6 0.767 2.804 -1.915  0.218
H7 2.414 2.653 -2.150  0.225
O1 -0.489 2.846 1.112  -0.955
H8 -0.999 2.037 1.216  0.486
H9 -0.759 3.406 1.848  0.472
O2 2.291 -3.174 -0.222  -0.941
H10 2.205 -3.747 -0.976  0.475
H11 1.612 -2.505 -0.337  0.467
O3 0.601 -0.330 3.637  -0.984
H12 0.830 -1.221 3.321  0.497
H13 -0.304 -0.287 3.943  0.478
O4 -1.705 -0.455 -3.140  -0.933
H14 -1.497 0.147 -2.413  0.491
H15 -2.647 -0.596 -3.051  0.479
O5 -0.745 -2.213 -1.370  -1.004
H16 -1.044 -1.706 -2.156  0.501
H17 -0.303 -1.695 -0.697  0.466
O6 -2.227 -0.169 1.657  -0.967
H18 -2.083 -0.034 0.713  0.491
H19 -3.167 -0.176 1.821  0.478
O7 -2.801 1.955 -0.939  -0.966
H20 -3.611 2.446 -0.777  0.475
H21 -2.097 2.615 -0.907  0.491
O8 0.143 -2.943 3.021  -0.961
H22 0.894 -3.539 2.998  0.490
H23 -0.300 -2.895 2.169  0.492


No. 3
Molecular formula: C4H24BBeBr2F6NO12S2
Method: DFT, wB97M-V/def2-TZVPD

Charge: +1
Spin multiplicity: 2
Expectation value of S²: 0.7543
Frontier orbital gap (spin up / spin down), eV: 6.38 / 2.49

Each line ends with the natural charge from an NBO analysis.
CARTESIAN COORDINATES (ANGSTROEM)
Be1 0.737 -1.421 -0.650  1.653
C1 5.050 0.969 -0.682  0.797
F1 4.613 2.180 -1.089  -0.307
F2 5.147 0.187 -1.776  -0.315
F3 6.288 1.111 -0.188  -0.285
S1 3.796 0.077 0.593  2.091
O1 4.561 -0.026 1.830  -0.842
O2 2.619 0.965 0.613  -0.952
N1 3.335 -1.412 -0.112  -1.235
S2 4.596 -2.362 0.200  2.125
O3 5.922 -1.871 -0.222  -0.888
O4 4.657 -2.883 1.563  -0.887
C2 4.348 -3.803 -1.023  0.756
F4 5.500 -4.447 -1.302  -0.294
F5 3.361 -4.600 -0.728  -0.312
F6 3.978 -3.382 -2.184  -0.320
B1 -1.178 0.195 0.419  -0.913
H1 -1.959 0.345 1.148  0.004
H2 -0.177 0.261 0.817  0.007
H3 -1.221 -0.757 -0.087  -0.023
H4 -1.264 0.927 -0.369  0.014
Br1 -1.809 3.590 -2.231  0.084
C3 -2.517 3.580 -0.329  -0.435
C4 -2.960 5.075 -0.031  -0.456
Br2 -4.116 5.141 1.571  0.674
H5 -1.806 3.216 0.413  0.256
H6 -3.370 2.907 -0.241  0.248
H7 -3.684 5.249 -0.827  0.272
H8 -2.253 5.902 0.034  0.275
O5 -3.728 1.803 2.649  -0.861
H9 -2.987 1.516 2.115  0.486
H10 -4.497 1.621 2.110  0.483
O6 -2.935 -2.140 1.099  -0.979
H11 -2.398 -1.402 1.388  0.496
H12 -3.386 -2.433 1.890  0.488
O7 0.856 -2.406 1.657  -0.983
H13 0.613 -2.083 2.524  0.510
H14 1.498 -3.096 1.828  0.509
O8 0.553 1.371 2.911  -0.959
H15 1.383 1.635 2.514  0.485
H16 0.086 0.914 2.212  0.470
O9 -0.842 -3.374 -0.788  -0.961
H17 -1.076 -3.096 -1.673  0.497
H18 -1.672 -3.379 -0.311  0.522
O10 -3.834 0.251 -0.277  -1.016
H19 -2.883 0.292 -0.181  0.507
H20 -4.068 -0.627 0.024  0.504
O11 -0.762 -1.314 -2.696  -1.002
H21 -1.484 -0.724 -2.916  0.541
H22 -0.275 -1.413 -3.514  0.500
O12 -2.826 0.808 -2.863  -0.980
H23 -2.328 1.626 -2.847  0.458
H24 -3.201 0.738 -1.985  0.491


No. 4
Molecular formula: C4H24BO20
Method: DFT, wB97M-V/def2-TZVPD

Charge: -1
Energy above the lowest of the compared OMol25 structures with the same formula, charge and spin, kcal/mol: 29.0
Spin multiplicity: 1
Frontier orbital gap, eV: 9.96

Each line ends with the natural charge from an NBO analysis.
CARTESIAN COORDINATES (ANGSTROEM)
O1 0.499 2.686 -1.600  -0.613
C1 0.451 1.735 -0.864  0.725
O2 -0.319 0.636 -0.994  -0.666
B1 -0.131 -0.303 0.137  1.175
O3 0.767 0.412 1.043  -0.640
C2 1.112 1.586 0.531  0.684
O4 1.959 2.356 0.934  -0.553
O5 0.375 -1.611 -0.318  -0.650
C3 -0.481 -2.600 -0.181  0.680
O6 -0.360 -3.753 -0.605  -0.564
C4 -1.616 -1.985 0.679  0.707
O7 -1.385 -0.632 0.853  -0.678
O8 -2.570 -2.667 1.019  -0.586
O9 -4.546 -3.899 2.569  -0.966
H1 -3.819 -3.670 1.988  0.495
H2 -4.272 -3.585 3.431  0.476
O10 -0.907 4.618 -0.128  -0.959
H3 -1.515 4.001 0.278  0.467
H4 -0.611 4.176 -0.924  0.488
O11 3.546 -2.840 0.960  -0.930
H5 3.572 -2.580 1.881  0.462
H6 2.614 -2.934 0.763  0.468
O12 -0.004 -6.054 -2.690  -0.952
H7 -0.033 -5.203 -3.127  0.472
H8 -0.224 -5.863 -1.778  0.481
O13 -3.117 -0.391 3.091  -0.969
H9 -3.779 -0.811 2.541  0.482
H10 -2.363 -0.278 2.512  0.478
O14 4.290 2.720 2.850  -0.960
H11 4.628 3.281 3.549  0.451
H12 3.362 2.948 2.787  0.495
O15 -0.225 -1.560 -3.475  -0.938
H13 -0.319 -0.726 -3.936  0.473
H14 -0.871 -1.519 -2.770  0.466
O16 1.517 2.351 -4.254  -0.938
H15 0.964 2.945 -3.746  0.483
H16 1.099 2.310 -5.114  0.456
O17 1.830 4.003 3.137  -0.948
H17 1.249 3.830 3.878  0.467
H18 1.366 3.644 2.380  0.491
O18 3.262 -1.396 -2.402  -0.939
H19 3.371 -1.185 -3.330  0.461
H20 2.326 -1.568 -2.303  0.479
O19 -5.406 -1.579 0.951  -0.962
H21 -5.041 -1.694 0.074  0.464
H22 -5.230 -2.408 1.396  0.489
O20 1.972 5.237 -0.652  -0.958
H23 1.207 5.494 -0.136  0.475
H24 1.809 4.323 -0.884  0.480


No. 5
Molecular formula: C4H24N2O6
Method: DFT, wB97M-V/def2-TZVPD

Charge: 0
SMILES: CCNCCN.O.O.O.O.O.O
Energy above the lowest of the compared OMol25 structures with the same formula, charge and spin, kcal/mol: 36.9
Spin multiplicity: 1
Frontier orbital gap, eV: 9.27

Each line ends with the natural charge from an NBO analysis.
CARTESIAN COORDINATES (ANGSTROEM)
C1 1.362 2.172 2.531  -0.656
C2 0.437 2.290 1.311  -0.234
N1 -0.851 1.505 1.348  -0.669
C3 -0.819 0.113 0.999  -0.235
C4 0.116 -0.834 1.824  -0.251
N2 -0.137 -2.253 1.402  -0.829
H1 1.003 2.998 3.124  0.209
H2 1.500 1.244 3.069  0.226
H3 2.455 2.329 2.319  0.220
H4 0.006 3.246 0.977  0.209
H5 1.045 1.843 0.544  0.206
H6 -1.356 1.703 2.205  0.360
H7 -1.809 -0.377 1.041  0.192
H8 -0.655 0.058 -0.076  0.169
H9 0.095 -0.650 2.879  0.194
H10 1.102 -0.497 1.525  0.179
H11 -1.060 -2.406 1.789  0.345
H12 -0.343 -2.195 0.390  0.370
O1 2.693 -3.155 -0.186  -0.977
H13 2.110 -2.903 0.547  0.490
H14 2.326 -2.983 -1.053  0.483
O2 -1.119 -2.636 -1.629  -0.992
H15 -1.406 -3.398 -2.135  0.483
H16 -0.241 -2.373 -1.967  0.510
O3 1.208 -1.304 -1.575  -0.981
H17 0.674 -0.659 -1.108  0.488
H18 1.876 -0.824 -2.068  0.508
O4 0.891 1.208 -2.190  -1.001
H19 0.033 0.747 -2.390  0.493
H20 0.936 1.743 -2.989  0.470
O5 -1.441 -0.083 -2.764  -1.012
H21 -1.810 0.710 -2.331  0.504
H22 -1.714 -0.912 -2.351  0.508
O6 -2.538 1.911 -1.243  -0.963
H23 -2.411 1.861 -0.284  0.503
H24 -2.157 2.762 -1.484  0.479


No. 6
Molecular formula: C4H24N2O7
Method: DFT, wB97M-V/def2-TZVPD

Charge: 0
SMILES: C=C(N)CCN.O.O.O.O.O.O.O
Energy above the lowest of the compared OMol25 structures with the same formula, charge and spin, kcal/mol: 60.9
Spin multiplicity: 1
Frontier orbital gap, eV: 8.84

Each line ends with the natural charge from an NBO analysis.
CARTESIAN COORDINATES (ANGSTROEM)
C1 2.421 0.363 -0.224  -0.528
C2 2.174 -0.592 -1.131  0.182
N1 2.720 -0.542 -2.425  -0.849
C3 0.987 -1.487 -0.877  -0.477
C4 -0.402 -0.869 -0.796  -0.203
N2 -0.711 -0.268 0.528  -0.866
H1 3.260 1.058 -0.367  0.185
H2 1.940 0.553 0.707  0.219
H3 2.521 -1.292 -3.054  0.396
H4 3.196 0.303 -2.670  0.391
H5 1.038 -2.344 -1.586  0.203
H6 1.208 -2.092 0.005  0.224
H7 -0.351 0.063 -1.349  0.163
H8 -1.193 -1.602 -1.029  0.212
H9 -0.687 -0.912 1.306  0.373
H10 -0.115 0.518 0.738  0.360
O1 -4.266 -1.100 1.616  -0.955
H11 -4.054 -0.203 1.902  0.475
H12 -4.182 -1.019 0.657  0.486
O2 0.246 3.272 -0.536  -0.936
H13 0.840 3.383 -1.293  0.479
H14 0.623 4.025 -0.051  0.458
O3 -3.728 0.652 -1.667  -0.944
H15 -2.910 0.931 -1.219  0.475
H16 -3.425 0.782 -2.575  0.469
O4 1.272 -1.266 2.710  -0.978
H17 2.174 -1.508 2.507  0.481
H18 0.620 -1.891 2.374  0.493
O5 0.252 1.902 -2.876  -0.926
H19 1.117 1.666 -3.250  0.460
H20 0.242 1.115 -2.307  0.461
O6 -1.315 -2.444 2.298  -0.976
H21 -2.175 -2.032 2.100  0.506
H22 -1.500 -2.716 3.216  0.484
O7 0.943 2.101 3.091  -0.947
H23 0.633 1.217 3.315  0.482
H24 0.591 2.277 2.212  0.468


No. 7
Molecular formula: C4H24NO12
Method: DFT, wB97M-V/def2-TZVPD

Charge: -1
Energy above the lowest of the compared OMol25 structures with the same formula, charge and spin, kcal/mol: 0.0
Spin multiplicity: 1
Frontier orbital gap, eV: 9.28

Each line ends with the natural charge from an NBO analysis.
CARTESIAN COORDINATES (ANGSTROEM)
O1 -0.294 2.788 0.406  -0.668
C1 0.213 1.719 0.667  0.720
N1 0.376 0.768 -0.316  -0.741
C2 0.297 1.021 -1.768  0.899
O2 0.956 1.956 -2.183  -0.677
O3 -0.423 0.191 -2.365  -0.805
C3 0.631 1.381 2.071  -0.506
C4 1.938 0.595 2.134  -0.633
H1 0.731 -0.135 -0.075  0.410
H2 0.702 2.337 2.630  0.225
H3 -0.185 0.769 2.558  0.245
H4 1.843 -0.406 1.814  0.206
H5 2.363 0.620 3.140  0.201
H6 2.706 1.039 1.481  0.250
H7 -0.327 -1.485 -2.221  0.513
H8 -1.126 -2.605 -1.565  0.508
O4 -0.246 -2.453 -1.983  -0.991
H9 -2.022 -2.476 0.327  0.488
H10 -2.706 -1.585 -0.628  0.497
O5 -2.469 -2.540 -0.497  -0.999
H11 1.586 -3.011 0.295  0.490
H12 0.651 -2.333 -0.824  0.510
O6 1.307 -2.151 -0.016  -1.032
H13 -3.129 3.190 -0.017  0.479
H14 -1.685 2.756 -0.624  0.523
O7 -2.698 2.763 -0.795  -0.996
H15 -3.216 -0.301 1.861  0.476
H16 -2.351 0.113 0.636  0.507
O8 -2.299 0.002 1.615  -0.996
H17 -2.942 1.095 -0.954  0.523
H18 -1.883 0.081 -1.528  0.513
O9 -2.734 0.087 -1.018  -1.057
H19 2.908 -0.751 -2.128  0.467
H20 2.544 -1.287 -0.731  0.501
O10 3.283 -0.840 -1.288  -0.993
H21 -0.036 -2.060 1.058  0.484
H22 -1.209 -1.354 1.697  0.493
O11 -0.824 -2.254 1.606  -1.013
H23 3.545 0.897 -0.868  0.475
H24 2.687 2.109 -0.981  0.489
O12 3.537 1.749 -0.628  -0.985


No. 8
Molecular formula: C4H24O10
Method: DFT, wB97M-V/def2-TZVPD

Charge: 0
SMILES: OCCO.OCCO.O.O.O.O.O.O
Energy above the lowest of the compared OMol25 structures with the same formula, charge and spin, kcal/mol: 81.8
Spin multiplicity: 1
Frontier orbital gap, eV: 9.80

Each line ends with the natural charge from an NBO analysis.
CARTESIAN COORDINATES (ANGSTROEM)
O1 2.652 -2.358 -4.267  -0.701
C1 1.944 -2.932 -3.205  -0.089
C2 0.512 -3.397 -3.595  -0.091
O2 -0.274 -2.223 -3.840  -0.724
H1 2.166 -1.600 -4.600  0.452
H2 2.450 -3.853 -2.916  0.181
H3 1.816 -2.268 -2.351  0.165
H4 0.023 -3.921 -2.774  0.188
H5 0.497 -3.980 -4.516  0.172
H6 0.155 -1.708 -4.527  0.447
O3 1.491 -4.306 3.692  -0.727
C3 1.656 -2.996 4.109  -0.092
C4 0.406 -2.247 4.482  -0.095
O4 0.075 -2.633 5.807  -0.733
H7 2.330 -4.581 3.314  0.470
H8 2.410 -2.977 4.896  0.171
H9 2.043 -2.614 3.165  0.157
H10 -0.494 -2.583 3.968  0.186
H11 0.495 -1.161 4.506  0.195
H12 0.001 -3.588 5.874  0.468
O5 2.504 2.741 -1.808  -0.937
H13 3.407 2.810 -1.498  0.472
H14 2.582 2.676 -2.760  0.465
O6 -1.482 0.576 0.053  -0.940
H15 -1.509 -0.209 -0.493  0.471
H16 -0.746 1.082 -0.291  0.470
O7 -2.288 2.982 -4.232  -0.933
H17 -1.446 2.994 -4.688  0.463
H18 -2.186 2.311 -3.558  0.470
O8 -5.766 1.431 2.917  -0.935
H19 -6.165 2.240 3.238  0.466
H20 -4.896 1.695 2.618  0.469
O9 -0.842 5.235 3.854  -0.934
H21 -0.418 5.080 4.698  0.467
H22 -0.942 4.363 3.472  0.467
O10 -0.645 6.963 -2.710  -0.935
H23 -1.260 6.264 -2.490  0.471
H24 -0.258 6.689 -3.542  0.464


> Which value of spin multiplicity does entry 5 give?

1